(1)
76
Properties=species:S:1:pos:R:3:forces:R:3:lowdin_charge:R:1 method="wB97M-V/def2-TZVPD" total_energy_ha=-4575.259336 multiplicity=1 homo_lumo_gap_ev="5.4 / 5.4" fmax_ev_per_a=1.67
Ru -0.946974 0.045843 -1.344946 -0.332 -1.222 0.809 0.81
N -2.235793 -1.165815 -0.071482 0.276 -0.148 -0.204 -0.05
C -3.686544 -0.973886 -0.187574 -0.037 -0.065 -0.129 -0.21
C -4.093757 -1.084332 -1.649974 -0.008 0.033 0.092 -0.09
C -3.728992 0.155101 -2.461613 0.741 0.335 -0.038 -0.64
O -4.587010 0.732010 -3.104487 -0.326 -0.075 -0.097 0.04
O -2.490253 0.565383 -2.455682 -1.362 0.777 -0.561 -0.31
H -1.991715 -2.106148 -0.372687 -0.085 -0.102 0.099 0.07
H -1.924061 -1.095210 0.890200 -0.033 0.045 -0.060 0.06
H -3.929707 0.012086 0.201916 -0.010 0.123 0.022 0.10
H -4.224584 -1.707017 0.421272 0.031 -0.044 -0.037 0.12
H -5.168660 -1.228428 -1.735765 -0.009 0.039 0.004 0.12
H -3.606129 -1.956778 -2.096230 -0.014 -0.010 0.014 0.10
Se 0.399030 1.220641 -3.058694 0.614 0.373 -0.419 0.68
C 1.035813 2.761751 -2.265397 -0.056 -0.301 -0.087 -0.78
N 1.487343 3.716403 -1.796989 -0.058 0.173 -0.172 0.04
C 2.992150 0.158037 3.898101 -0.061 0.078 -0.065 0.01
N 1.814439 -0.352164 3.208887 0.159 -0.153 0.119 -0.05
N 1.898924 -0.723303 1.877131 -0.032 -0.016 -0.046 0.04
C 0.670290 -0.590922 1.273258 -0.110 -0.311 -0.349 -0.42
O 0.470491 -0.966489 0.097016 0.640 0.363 0.374 -0.11
C -0.190501 -0.053979 2.282271 0.044 0.097 0.087 0.03
C 0.554238 0.110846 3.410999 -0.121 -0.012 0.016 -0.26
C 0.178589 0.740157 4.704654 -0.009 0.003 -0.001 0.00
C 3.042924 -1.358508 1.327524 -0.082 0.054 0.014 -0.20
C 3.641920 -2.424280 1.982755 -0.004 -0.070 -0.034 -0.02
C 4.760231 -3.021422 1.419732 -0.012 -0.002 0.012 -0.07
C 5.257153 -2.565889 0.206520 -0.016 0.023 0.005 -0.08
C 4.641239 -1.503282 -0.441987 0.020 0.002 -0.016 -0.06
C 3.534632 -0.886541 0.119763 0.054 0.018 0.014 -0.01
H 3.879748 -0.207275 3.391250 0.007 -0.020 0.029 0.09
H 3.000059 -0.208555 4.922455 -0.009 0.019 0.007 0.10
H 3.006770 1.249234 3.893109 0.032 0.008 -0.010 0.09
H -1.202277 0.283414 2.147122 -0.012 -0.016 0.019 0.11
H -0.880642 0.983921 4.696334 -0.004 -0.002 0.011 0.09
H 0.736106 1.665065 4.865485 0.010 0.003 -0.015 0.09
H 0.381588 0.071541 5.541967 -0.003 0.007 0.009 0.09
H 3.227172 -2.788180 2.914451 0.000 0.015 0.010 0.12
H 5.234547 -3.851613 1.925720 0.008 -0.003 -0.001 0.11
H 6.126902 -3.036465 -0.231862 0.001 -0.005 -0.005 0.11
H 5.030225 -1.140482 -1.384393 -0.002 -0.008 -0.005 0.11
H 3.048548 -0.049816 -0.364644 -0.019 0.008 -0.016 0.12
C 1.845838 -2.120289 -2.510503 -0.031 0.036 -0.066 -0.13
O 0.691284 -2.188648 -3.361450 0.055 -0.140 -0.174 -0.31
P -0.745888 -1.821872 -2.753784 0.066 0.529 0.479 0.62
O -1.212256 -3.167707 -2.002891 0.023 -0.180 0.031 -0.33
C -1.202738 -4.437552 -2.676609 -0.057 0.099 0.019 -0.08
O -1.624484 -1.926986 -4.074843 -0.078 -0.052 -0.163 -0.29
C -1.572386 -0.880923 -5.074094 0.018 -0.144 0.085 -0.09
H 2.640802 -2.652597 -3.027725 0.009 0.008 -0.008 0.09
H 1.648999 -2.587626 -1.546264 0.020 0.019 0.025 0.08
H 2.118517 -1.076166 -2.366171 0.015 -0.007 0.047 0.03
H -1.031357 -5.198763 -1.919649 -0.010 -0.010 -0.002 0.09
H -0.409574 -4.468988 -3.421603 0.006 -0.018 -0.001 0.08
H -2.165600 -4.595899 -3.158891 0.007 -0.020 -0.023 0.09
H -2.358986 -1.112768 -5.785857 0.001 0.030 -0.005 0.09
H -0.601488 -0.902584 -5.567528 0.011 0.026 -0.014 0.09
H -1.756287 0.087119 -4.611868 -0.031 0.017 -0.008 0.04
C 1.483188 2.606029 1.110308 0.035 0.120 0.082 -0.03
C 0.103730 3.164561 1.282609 -0.247 -0.309 -0.200 -0.18
C -0.106872 4.201306 2.163491 0.139 0.346 0.210 -0.06
C -1.342223 4.836830 2.274884 0.015 -0.333 -0.385 -0.05
C -2.392777 4.457393 1.447000 -0.200 0.274 0.388 -0.05
C -2.262184 3.424835 0.542530 0.647 -0.335 -0.251 -0.17
C -3.387903 3.078385 -0.372285 -0.055 0.042 -0.001 -0.02
C -1.012515 2.683210 0.489124 -0.119 0.837 -0.159 -0.30
N -0.900216 1.605171 -0.251605 0.027 -0.741 0.494 -0.01
H 2.172227 3.100220 1.798098 0.001 0.008 0.018 0.08
H 1.836690 2.778529 0.093016 -0.046 0.018 0.188 0.04
H 1.523253 1.535964 1.286597 -0.084 0.056 -0.050 0.05
H 0.728365 4.556387 2.756975 -0.021 0.023 0.021 0.11
H -1.468700 5.655154 2.971562 -0.006 0.009 0.016 0.11
H -3.331811 4.997083 1.489481 0.006 0.013 0.042 0.11
H -4.094228 3.905848 -0.431045 -0.004 0.000 0.030 0.09
H -3.936702 2.208504 -0.015620 -0.062 -0.119 0.035 0.07
H -3.039186 2.832185 -1.370873 0.136 -0.112 -0.101 0.08

(2)
59
Properties=species:S:1:pos:R:3:forces:R:3:mulliken_spin:R:1 method="wB97M-V/def2-TZVPD" total_energy_ha=-2641.122150 multiplicity=4 homo_lumo_gap_ev="2.4 / 3.4" fmax_ev_per_a=6.71 e_above_lowest_kj_mol=278.9 s2=3.79 charge=+2
C -1.969864 -0.874497 -3.413715 0.048 0.291 -0.174 0.01
Si -2.689208 -0.152075 -1.863573 -0.288 -1.164 0.575 -0.01
C -1.643893 1.101718 -0.989688 0.164 0.532 -0.023 0.01
C -4.420319 0.475657 -2.078543 0.010 0.037 -0.121 0.00
O -2.770841 -1.477684 -0.784240 -0.059 1.256 -0.990 0.10
C -1.955153 -1.980557 0.120435 0.342 -0.328 0.223 0.71
C -0.374855 -2.092568 0.043120 -3.427 -1.994 0.295 0.06
C -0.190202 -3.245052 1.055388 1.012 -0.641 -0.840 0.04
C -1.494085 -3.891090 1.494956 -0.053 -0.404 0.537 0.01
C -2.610190 -3.174082 0.768201 -0.147 -0.339 0.539 -0.10
H -1.494877 -0.065934 -3.983228 -0.032 -0.242 -0.159 0.00
H -1.226810 -1.658337 -3.217239 -0.123 0.217 -0.023 0.00
H -2.776176 -1.307826 -4.020030 0.256 0.079 0.066 0.00
H -2.228877 2.030829 -0.999855 0.357 0.000 0.099 0.00
H -1.440078 0.832355 0.056843 -0.159 0.078 -0.290 0.00
H -0.701837 1.272408 -1.523629 -0.066 0.147 0.170 0.00
H -4.369831 1.515494 -2.430976 -0.132 -0.194 0.033 0.00
H -4.971251 -0.110078 -2.823723 0.056 0.119 0.179 0.00
H -4.979450 0.458202 -1.134860 0.135 0.031 -0.176 0.00
H -0.242861 -2.348399 -1.020095 0.215 -0.584 0.198 0.03
H 0.409636 -3.936203 0.462284 0.361 -0.458 0.736 0.00
H 0.356895 -2.915228 1.953004 0.097 -0.144 -0.543 -0.01
H -1.445426 -4.962208 1.293073 -0.256 0.091 -0.067 0.00
H -1.641704 -3.802616 2.574172 0.225 0.014 -0.028 0.00
H -3.391637 -2.818775 1.458536 0.173 -0.049 -0.104 0.03
H -3.163601 -3.899340 0.119361 0.563 0.956 -0.233 0.03
O 6.267594 0.349412 5.258282 -4.205 0.549 -0.038 0.04
C 5.129214 0.544867 5.194868 5.599 -1.403 0.199 -0.10
Cr 3.344241 1.124610 4.899609 0.284 0.885 1.011 2.24
C 3.908707 1.305273 3.113842 2.497 0.244 -6.222 -0.13
O 4.376496 1.431465 2.060988 -2.009 -0.450 4.070 0.06
C 4.101055 2.861700 5.166252 3.283 5.642 0.494 -0.12
O 4.718168 3.836716 5.205127 -2.583 -3.655 -0.018 0.10
C 2.211260 1.004232 6.755683 -0.027 -0.162 1.155 -0.01
C 2.655459 -0.272627 6.390051 -0.174 -0.386 0.958 0.04
C 2.400947 -0.768014 5.100754 0.332 -1.526 -0.294 -0.09
C 1.652478 -0.028681 4.167364 -1.383 -1.450 -2.541 0.03
C 1.417006 -0.494866 2.799543 -0.252 0.012 0.594 0.12
C 1.081907 -0.860795 1.675186 0.100 1.268 0.537 -0.05
C 0.692716 -1.095903 0.260987 2.710 1.338 -0.163 0.05
C 2.050720 -1.470792 -0.551340 0.413 0.925 0.231 0.02
C 2.160567 -1.106247 -1.910915 -0.106 -0.274 0.080 -0.01
C 3.292215 -1.429898 -2.680911 -0.404 -0.304 0.394 0.00
C 4.382629 -2.088020 -2.105152 -0.237 0.158 0.204 0.00
C 4.371197 -2.289409 -0.724731 -0.586 -0.076 0.109 0.00
C 3.232377 -1.957983 0.045857 -0.095 -0.184 -0.333 0.00
C 1.263461 1.276218 4.535886 -1.183 0.650 -0.698 -0.14
C 1.504019 1.773193 5.820734 -0.549 0.488 0.122 0.04
H 2.447997 1.425120 7.741098 -0.099 -0.287 -0.435 0.00
H 3.227905 -0.871255 7.102552 -0.125 0.182 -0.266 0.00
H 2.795750 -1.740477 4.797870 -0.176 0.285 0.166 -0.01
H 0.351608 -0.162104 -0.177544 0.307 0.420 0.256 0.00
H 1.349684 -0.557197 -2.392339 0.037 -0.282 0.063 0.00
H 3.287987 -1.231494 -3.749709 -0.016 0.136 0.223 0.00
H 5.225838 -2.422926 -2.722756 -0.384 0.261 0.358 0.00
H 5.223620 -2.772514 -0.244150 -0.239 0.252 -0.050 0.00
H 3.294127 -2.088919 1.125477 -0.160 -0.226 -0.179 0.00
H 0.779454 1.892954 3.776876 0.041 -0.134 0.312 0.00
H 1.181562 2.779489 6.091830 0.120 -0.204 -0.180 -0.01